Entry from OMol25: a cluster of 19 separate species, C52H149N7O31 in total in a non-equilibrium geometry (the ωB97M-V functional and the def2-TZVPD basis).

Geometry (Å):
1 O -9.113 -21.643 -7.338
2 O -14.591 -23.200 -9.675
3 O -18.378 -14.332 -16.806
4 O -10.691 -20.715 -12.870
5 O -12.163 -12.945 -16.800
6 O -8.348 -14.521 -11.080
7 O -18.867 -15.092 -8.275
8 O -13.013 -12.161 -7.291
9 O -14.530 -20.133 -8.040
10 O -10.496 -9.238 -9.237
11 O -11.639 -14.350 -8.014
12 O -16.775 -21.707 -7.467
13 O -15.857 -19.665 -15.799
14 O -4.931 -20.577 -12.598
15 O -14.421 -9.575 -6.782
16 O -14.319 -15.490 -7.574
17 O -9.995 -11.674 -11.502
18 O -9.098 -23.176 -13.725
19 O -15.892 -18.009 -12.621
20 O -13.484 -14.816 -12.687
21 O -14.488 -11.251 -21.332
22 O -8.542 -16.682 -8.678
23 O -16.639 -10.078 -11.913
24 O -16.450 -13.969 -9.317
25 O -15.068 -21.287 -18.140
26 O -6.718 -11.891 -11.258
27 O -11.593 -21.054 -7.825
28 O -7.583 -17.271 -16.270
29 O -7.134 -16.075 -6.252
30 O -9.057 -15.692 -14.403
31 O -16.536 -16.841 -10.099
32 N -15.054 -12.512 -17.742
33 N -20.892 -13.933 -18.024
34 N -13.878 -9.300 -11.458
35 N -9.201 -15.078 -17.251
36 N -2.865 -23.091 -14.420
37 N -12.462 -22.230 -11.173
38 N -11.221 -15.166 -10.831
39 C -6.472 -16.677 -7.253
40 C -14.571 -19.966 -16.197
41 C -11.342 -21.209 -6.424
42 C -18.881 -14.012 -9.144
43 C -15.035 -11.458 -20.012
44 C -12.555 -12.022 -15.752
45 C -13.215 -16.124 -12.193
46 C -14.538 -21.386 -16.872
47 C -7.495 -17.495 -8.136
48 C -3.451 -20.793 -15.015
49 C -3.291 -21.803 -13.855
50 C -15.731 -21.595 -6.535
51 C -17.509 -11.195 -12.179
52 C -15.328 -11.787 -22.286
53 C -11.871 -15.685 -7.519
54 C -9.307 -22.656 -12.366
55 C -6.961 -14.486 -11.280
56 C -10.949 -11.382 -10.397
57 C -14.928 -10.731 -7.390
58 C -15.583 -9.824 -12.961
59 C -8.584 -17.891 -15.428
60 C -6.490 -13.123 -12.003
61 C -11.453 -15.521 -18.077
62 C -4.548 -21.876 -13.010
63 C -14.840 -14.458 -13.031
64 C -10.038 -22.006 -6.340
65 C -14.757 -12.671 -19.077
66 C -5.727 -20.509 -11.383
67 C -13.204 -16.264 -8.069
68 C -13.891 -21.829 -13.099
69 C -17.004 -18.560 -11.845
70 C -20.082 -12.709 -17.624
71 C -14.709 -8.765 -12.445
72 C -15.186 -24.407 -9.188
73 C -10.442 -14.458 -17.748
74 C -14.743 -23.189 -11.075
75 C -10.411 -10.663 -9.058
76 C -17.556 -13.180 -8.987
77 C -11.361 -17.620 -11.102
78 C -11.743 -16.226 -11.681
79 C -20.981 -11.544 -17.320
80 C -15.240 -14.013 -19.643
81 C -8.737 -17.062 -14.219
82 C -13.929 -11.576 -8.114
83 C -17.911 -15.214 -15.696
84 C -13.842 -21.991 -11.557
85 C -10.917 -13.507 -16.546
86 C -13.712 -8.227 -13.483
87 C -16.788 -18.174 -10.359
88 C -15.017 -20.254 -6.770
89 C -19.145 -13.179 -16.470
90 C -9.453 -21.142 -12.343
91 H -18.887 -15.950 -8.707
92 H -5.396 -22.182 -13.623
93 H -7.814 -17.170 -13.650
94 H -17.136 -12.218 -12.225
95 H -15.349 -11.453 -6.690
96 H -17.971 -18.230 -12.226
97 H -14.932 -13.378 -13.143
98 H -9.699 -21.292 -8.012
99 H -14.243 -9.760 -5.857
100 H -19.399 -12.523 -18.452
101 H -13.232 -20.996 -13.346
102 H -15.804 -18.621 -13.356
103 H -14.233 -21.102 -11.062
104 H -13.228 -11.270 -16.164
105 H -20.316 -10.680 -17.315
106 H -11.171 -15.931 -19.047
107 H -5.798 -17.446 -6.875
108 H -14.287 -12.819 -17.161
109 H -17.402 -22.419 -7.321
110 H -9.364 -10.910 -8.885
111 H -8.237 -18.887 -15.151
112 H -16.298 -14.061 -19.900
113 H -17.306 -14.642 -14.991
114 H -18.600 -12.362 -15.997
115 H -14.037 -19.961 -15.246
116 H -15.162 -22.514 -6.675
117 H -16.120 -11.458 -19.914
118 H -16.085 -11.085 -22.636
119 H -18.593 -15.870 -15.156
120 H -3.646 -23.490 -14.921
121 H -11.150 -16.400 -7.916
122 H -11.475 -14.266 -11.211
123 H -21.607 -11.324 -18.185
124 H -15.139 -14.841 -14.007
125 H -16.219 -21.672 -5.563
126 H -11.375 -21.120 -12.330
127 H -11.661 -14.542 -8.954
128 H -12.447 -22.322 -10.168
129 H -14.602 -12.104 -8.790
130 H -6.526 -14.491 -10.281
131 H -14.531 -9.908 -10.983
132 H -9.415 -15.412 -16.322
133 H -15.795 -19.492 -6.724
134 H -15.466 -14.820 -12.215
135 H -18.228 -11.458 -11.403
136 H -3.606 -19.784 -14.632
137 H -13.084 -9.071 -13.768
138 H -17.135 -15.923 -15.984
139 H -14.117 -7.721 -14.359
140 H -10.211 -15.137 -10.837
141 H -14.776 -25.276 -9.703
142 H -5.408 -13.224 -12.080
143 H -12.196 -23.150 -11.496
144 H -19.674 -13.562 -15.598
145 H -12.471 -20.675 -7.912
146 H -21.594 -11.639 -16.424
147 H -13.490 -21.683 -16.830
148 H -16.260 -24.281 -9.322
149 H -4.335 -21.150 -15.542
150 H -11.760 -15.797 -6.441
151 H -9.910 -8.925 -9.930
152 H -14.410 -24.073 -11.618
153 H -6.131 -11.799 -10.504
154 H -17.596 -12.349 -9.691
155 H -11.408 -18.320 -11.936
156 H -6.905 -17.952 -8.931
157 H -12.096 -17.904 -10.350
158 H -15.800 -23.129 -11.331
159 H -18.934 -14.379 -10.169
160 H -18.180 -10.840 -12.961
161 H -11.810 -10.864 -10.818
162 H -11.055 -11.038 -8.263
163 H -2.470 -21.422 -13.248
164 H -6.698 -15.274 -11.987
165 H -13.570 -17.205 -7.657
166 H -9.316 -20.770 -11.327
167 H -9.827 -10.824 -11.914
168 H -9.622 -21.914 -5.337
169 H -6.579 -21.188 -11.406
170 H -17.352 -12.780 -7.994
171 H -12.139 -21.826 -6.008
172 H -5.943 -16.123 -8.029
173 H -9.885 -23.553 -14.126
174 H -14.860 -10.538 -19.453
175 H -14.683 -14.944 -8.274
176 H -15.755 -13.195 -17.493
177 H -8.411 -22.952 -11.819
178 H -19.646 -13.319 -8.794
179 H -11.470 -12.308 -10.154
180 H -14.292 -19.952 -6.014
181 H -20.249 -14.564 -18.482
182 H -14.720 -14.231 -20.577
183 H -15.921 -18.759 -10.054
184 H -11.188 -16.150 -12.616
185 H -15.154 -14.887 -18.997
186 H -15.165 -21.980 -16.207
187 H -8.578 -14.317 -17.021
188 H -13.612 -8.536 -10.854
189 H -13.416 -22.642 -13.647
190 H -10.471 -22.960 -6.642
191 H -6.975 -13.166 -12.979
192 H -4.989 -20.944 -10.708
193 H -8.415 -15.742 -8.529
194 H -13.679 -12.838 -19.066
195 H -13.080 -16.203 -9.150
196 H -9.541 -17.907 -15.948
197 H -12.807 -13.061 -7.552
198 H -10.419 -17.629 -10.553
199 H -15.137 -10.769 -13.270
200 H -10.050 -12.855 -16.447
201 H -17.074 -19.648 -11.876
202 H -2.279 -22.898 -15.220
203 H -13.788 -16.325 -11.288
204 H -15.476 -8.076 -12.092
205 H -13.441 -16.823 -12.998
206 H -15.829 -10.500 -7.958
207 H -13.322 -10.892 -8.706
208 H -2.588 -20.840 -15.679
209 H -13.017 -12.598 -14.951
210 H -8.699 -13.629 -11.033
211 H -8.635 -20.712 -12.922
212 H -21.184 -14.348 -17.151
213 H -11.738 -11.409 -15.371
214 H -16.821 -14.854 -9.277
215 H -16.104 -9.430 -13.834
216 H -14.028 -19.281 -16.849
217 H -14.911 -21.765 -13.477
218 H -11.372 -20.228 -5.949
219 H -14.985 -24.599 -8.134
220 H -14.851 -11.875 -23.263
221 H -8.014 -16.516 -16.678
222 H -10.169 -23.092 -11.861
223 H -8.230 -18.194 -7.738
224 H -16.151 -18.927 -16.337
225 H -15.644 -16.612 -10.370
226 H -14.345 -21.019 -18.712
227 H -15.839 -12.722 -22.056
228 H -13.177 -7.441 -12.949
229 H -10.980 -14.154 -15.671
230 H -10.248 -13.840 -18.624
231 H -14.847 -20.896 -8.529
232 H -17.654 -18.413 -9.742
233 H -9.458 -17.597 -13.601
234 H -4.676 -22.619 -12.223
235 H -11.472 -16.215 -17.237
236 H -7.690 -15.325 -6.474
237 H -9.555 -15.400 -13.636
238 H -6.084 -19.621 -10.861
239 H -12.490 -15.188 -18.108

Values from the calculation:
DFT total energy (eV): -130226.3523
Energy relative to the best compared isomer or geometry (same formula, charge and spin) (kJ/mol): 712.47